# 1
The following is a quantum chemistry calculation of C25H43NP2Tc as an isolated structure at a distorted geometry, from OMol25.

Values from the calculation:
DFT total energy in eV: -48867.1790
Highest occupied orbital energy (spin up / spin down) in hartree: -0.4609 / -0.4568
Charge: +2
Multiplicity: 4

```
72
C25H43NP2Tc ωB97M-V with the def2-TZVPD basis set
Tc 0.2454 -0.8702 -1.7521
P 1.2592 1.9102 0.9067
P -2.5959 2.0243 0.5759
N -1.8071 2.1747 3.4110
C 0.2244 3.0162 -0.1741
C -4.2193 2.6456 0.1381
C -2.1260 2.2518 2.2769
C 1.8301 -0.1748 -2.6794
C -0.5130 -1.4714 2.9903
C 0.7596 -0.8996 3.1593
C 3.0003 -0.9702 1.8689
C 1.1410 0.0256 4.2553
C -1.5857 -3.1293 1.3167
C -1.0674 -0.0022 -2.9571
C 0.9571 -2.2558 -3.9547
C -1.2221 -1.4718 -2.8758
C 1.3946 -3.1643 0.2197
C -0.6122 -2.3395 -3.9554
C -1.2832 2.7751 -0.5206
C 1.4569 2.9039 2.4166
C -0.2243 0.6419 -4.0326
C -2.6801 0.2069 0.3893
C -0.4369 -2.3857 1.8878
C 2.9092 2.2601 0.0957
C 1.6968 -1.6431 -2.7872
C 1.6280 -1.4578 2.1597
C 0.8941 -2.4018 1.4016
C -1.7079 -1.2180 3.8320
C 1.3089 0.7280 -3.7653
H 3.2582 -1.1045 0.8073
H -1.9807 0.5823 -2.7408
H -4.3356 2.7955 -0.9482
H 2.8390 3.0949 -0.6226
H 2.2172 -2.6429 -0.2724
H 1.0295 -0.4763 5.2335
H 0.7766 3.0611 -1.1348
H -1.3655 2.3014 -1.5247
H 2.5007 -2.2758 -2.3677
H 0.3236 4.0060 0.3008
H 1.4874 1.7765 -3.4636
H -2.5213 -2.5513 1.3385
H -1.6432 -1.8356 4.7431
H 3.7814 -1.5108 2.4368
H 1.2542 -3.3145 -3.9600
H 2.1940 0.3315 4.1871
H 1.2903 -1.7400 -4.8774
H 2.1986 2.4041 3.0546
H -1.4127 -3.3759 0.2571
H 2.7098 0.2170 -2.1702
H 0.6176 -3.2842 -0.5435
H 1.7820 3.9141 2.1430
H 0.4913 2.9176 2.9342
H 3.6493 2.4984 0.8788
H -2.1462 -1.8021 -2.3877
H -1.8015 -4.0812 1.8406
H 1.8624 0.5222 -4.7013
H -3.4057 -0.0858 -0.4129
H -1.8335 -0.1715 4.1505
H -4.2808 3.5993 0.6810
H -1.6937 3.7981 -0.6130
H 0.5384 0.9451 4.3222
H -4.9943 1.9450 0.4910
H -0.9007 -3.3992 -3.7824
H -2.6535 -1.4877 3.3409
H 3.2011 1.3485 -0.4440
H 3.1445 0.1022 2.0875
H -1.0247 -2.0698 -4.9498
H -2.8765 -0.2870 1.3698
H 1.7557 -4.1842 0.4492
H -0.3987 0.2276 -5.0488
H -0.5920 1.6848 -4.0568
H -1.6661 -0.1017 0.1282
```

=====

# 2
The following is a quantum chemistry calculation of C25H44AsN4O4PtSSi2 as an isolated structure, from OMol25.

Values from the calculation:
DFT total energy in eV: -131461.6759
Highest occupied orbital energy (spin up / spin down) in hartree: -0.3594 / -0.3897
Energy above the lowest of the compared OMol25 structures with the same formula, charge and spin in kcal per mole: 8.27
Charge: +1
Multiplicity: 3

```
82
C25H44AsN4O4PtSSi2 ωB97M-V with the def2-TZVPD basis set
Pt 0.3179 0.4081 -0.3418
As 0.1207 2.6588 -0.8896
S 0.7253 -2.3157 0.8386
Si 1.1644 4.0265 0.7375
Si -2.1367 3.3570 -0.9480
O 0.3394 -0.9813 1.4054
O 0.9899 -2.1383 -0.5953
O -5.5153 -2.5001 0.8873
O 1.7985 -2.9316 1.5804
N 5.9442 -1.1144 -0.6070
N -1.6024 -0.5136 -0.8624
N -4.6415 -0.7701 2.0582
N 3.5913 -0.3462 -0.9793
C 5.9642 0.1463 -1.4256
C -2.4834 -0.7262 0.1185
C 5.1821 -2.1921 -1.3342
C -0.7227 -3.3081 0.9773
C -2.3551 -4.7613 0.0049
C -4.3431 -5.5787 1.3237
C -3.6941 -1.3585 -0.1016
C -3.0685 -4.7948 1.1966
C -2.9686 2.4868 -2.3771
C 4.5047 0.6615 -1.4952
C -1.8819 -0.9428 -2.0929
C -2.5756 -4.0710 2.2864
C -4.6878 -1.6183 0.9966
C -2.9879 2.8564 0.6514
C 3.8125 -0.5391 0.4531
C -1.4092 -3.3363 2.1881
C -0.0128 4.3590 2.1507
C 3.7933 -1.6086 -1.6841
C -3.0603 -1.6034 -2.3931
C 1.6878 5.6264 -0.0737
C -3.9796 -1.8160 -1.3811
C -2.1679 5.2105 -1.1893
C 5.3019 -0.8484 0.7283
C -1.1873 -4.0187 -0.1149
C 2.6471 3.0774 1.3804
H 3.1936 -1.3617 0.8026
H 3.3369 2.8481 0.5644
H -3.2451 -1.9419 -3.4030
H 3.1912 3.6408 2.1419
H 4.3925 1.5712 -0.9076
H 6.3690 -0.1168 -2.4015
H 4.2421 0.8953 -2.5260
H 3.5142 0.3594 0.9910
H -1.1295 -0.7463 -2.8460
H -4.0591 2.7072 0.4832
H -5.1708 -4.9121 1.5676
H -4.5831 -6.0966 0.3964
H -5.3718 -0.8621 2.7438
H -1.0385 -2.7725 3.0352
H -3.9739 2.8948 -2.5161
H 2.1695 6.2858 0.6530
H 5.4388 -1.7380 1.3405
H -0.3806 3.4275 2.5852
H 6.6431 0.8428 -0.9370
H -3.0696 1.4187 -2.1728
H -1.6923 5.7276 -0.3528
H 6.8993 -1.4274 -0.4582
H -0.6419 -3.9801 -1.0489
H -2.7222 -5.3180 -0.8497
H -2.1673 -0.4175 1.1071
H -2.8675 3.6063 1.4328
H -2.4217 2.6057 -3.3136
H -3.1204 -4.0870 3.2234
H 0.8225 6.1542 -0.4812
H -2.5590 1.9204 1.0147
H -1.6420 5.4935 -2.1037
H 5.1216 -3.0433 -0.6581
H 3.7111 -1.4254 -2.7556
H -4.9106 -2.3406 -1.5539
H -3.1945 5.5777 -1.2643
H 3.0049 -2.2963 -1.3922
H 5.7666 -2.4713 -2.2090
H 2.3041 2.1380 1.8235
H 0.5055 4.9198 2.9337
H 2.3868 5.4544 -0.8941
H -4.2610 -6.3229 2.1176
H 5.8425 -0.0173 1.1794
H -4.1654 0.1131 1.9967
H -0.8719 4.9522 1.8344
```

=====

- Number 2 is which compound?
  C25H44AsN4O4PtSSi2

=====

Copy entry 2 word for word.
The following is a quantum chemistry calculation of C25H44AsN4O4PtSSi2 as an isolated structure, from OMol25.

Values from the calculation:
DFT total energy in eV: -131461.6759
Highest occupied orbital energy (spin up / spin down) in hartree: -0.3594 / -0.3897
Energy above the lowest of the compared OMol25 structures with the same formula, charge and spin in kcal per mole: 8.27
Charge: +1
Multiplicity: 3

```
82
C25H44AsN4O4PtSSi2 ωB97M-V with the def2-TZVPD basis set
Pt 0.3179 0.4081 -0.3418
As 0.1207 2.6588 -0.8896
S 0.7253 -2.3157 0.8386
Si 1.1644 4.0265 0.7375
Si -2.1367 3.3570 -0.9480
O 0.3394 -0.9813 1.4054
O 0.9899 -2.1383 -0.5953
O -5.5153 -2.5001 0.8873
O 1.7985 -2.9316 1.5804
N 5.9442 -1.1144 -0.6070
N -1.6024 -0.5136 -0.8624
N -4.6415 -0.7701 2.0582
N 3.5913 -0.3462 -0.9793
C 5.9642 0.1463 -1.4256
C -2.4834 -0.7262 0.1185
C 5.1821 -2.1921 -1.3342
C -0.7227 -3.3081 0.9773
C -2.3551 -4.7613 0.0049
C -4.3431 -5.5787 1.3237
C -3.6941 -1.3585 -0.1016
C -3.0685 -4.7948 1.1966
C -2.9686 2.4868 -2.3771
C 4.5047 0.6615 -1.4952
C -1.8819 -0.9428 -2.0929
C -2.5756 -4.0710 2.2864
C -4.6878 -1.6183 0.9966
C -2.9879 2.8564 0.6514
C 3.8125 -0.5391 0.4531
C -1.4092 -3.3363 2.1881
C -0.0128 4.3590 2.1507
C 3.7933 -1.6086 -1.6841
C -3.0603 -1.6034 -2.3931
C 1.6878 5.6264 -0.0737
C -3.9796 -1.8160 -1.3811
C -2.1679 5.2105 -1.1893
C 5.3019 -0.8484 0.7283
C -1.1873 -4.0187 -0.1149
C 2.6471 3.0774 1.3804
H 3.1936 -1.3617 0.8026
H 3.3369 2.8481 0.5644
H -3.2451 -1.9419 -3.4030
H 3.1912 3.6408 2.1419
H 4.3925 1.5712 -0.9076
H 6.3690 -0.1168 -2.4015
H 4.2421 0.8953 -2.5260
H 3.5142 0.3594 0.9910
H -1.1295 -0.7463 -2.8460
H -4.0591 2.7072 0.4832
H -5.1708 -4.9121 1.5676
H -4.5831 -6.0966 0.3964
H -5.3718 -0.8621 2.7438
H -1.0385 -2.7725 3.0352
H -3.9739 2.8948 -2.5161
H 2.1695 6.2858 0.6530
H 5.4388 -1.7380 1.3405
H -0.3806 3.4275 2.5852
H 6.6431 0.8428 -0.9370
H -3.0696 1.4187 -2.1728
H -1.6923 5.7276 -0.3528
H 6.8993 -1.4274 -0.4582
H -0.6419 -3.9801 -1.0489
H -2.7222 -5.3180 -0.8497
H -2.1673 -0.4175 1.1071
H -2.8675 3.6063 1.4328
H -2.4217 2.6057 -3.3136
H -3.1204 -4.0870 3.2234
H 0.8225 6.1542 -0.4812
H -2.5590 1.9204 1.0147
H -1.6420 5.4935 -2.1037
H 5.1216 -3.0433 -0.6581
H 3.7111 -1.4254 -2.7556
H -4.9106 -2.3406 -1.5539
H -3.1945 5.5777 -1.2643
H 3.0049 -2.2963 -1.3922
H 5.7666 -2.4713 -2.2090
H 2.3041 2.1380 1.8235
H 0.5055 4.9198 2.9337
H 2.3868 5.4544 -0.8941
H -4.2610 -6.3229 2.1176
H 5.8425 -0.0173 1.1794
H -4.1654 0.1131 1.9967
H -0.8719 4.9522 1.8344
```

=====

- What is the formula in the second record?
  C25H44AsN4O4PtSSi2

=====

- The highest charge belongs to which entry?
  C25H43NP2Tc